(1)
Below is C13H29Cl2F3O10PV as an isolated structure at a distorted geometry, with properties calculated with ωB97M-V/def2-TZVPD.

For the total energy, the calculation gives -102593.2676 eV. As for the orbital gap: 2.9 eV. The LUMO energy comes out at 2.2 eV. As for the charge: -2. The calculation puts the strongest force on any atom at 0.09034 Eh/bohr.

Geometry as XYZ:
```
59
C13H29Cl2F3O10PV ωB97M-V/def2-TZVPD
O -0.80213 0.15509 -0.64149
V -1.46082 0.92548 0.62231
O -2.68465 1.81985 -0.00108
C 2.97667 -2.79952 4.51091
C 2.00827 -2.56291 3.31385
O 1.42573 -1.32313 3.19450
H 3.11976 -3.87224 4.38093
H 2.41791 -2.64562 5.43406
H 3.83095 -2.12285 4.49077
H 1.23092 -3.32549 3.26593
H 2.62709 -2.69271 2.42598
C 2.22558 4.40705 0.35065
C 1.30114 5.06025 1.45664
O 0.57488 3.95351 2.00018
H 2.84580 5.23108 -0.00205
H 1.74034 4.02457 -0.54731
H 2.95873 3.70867 0.75421
H 0.70577 5.88647 1.06808
H 1.99015 5.47909 2.19009
C -4.71902 -1.01799 3.00726
O -4.43791 -1.49695 1.71403
O -3.68071 -0.11763 3.28881
C -6.22570 -0.60446 3.07139
F -6.96822 -1.72660 2.82805
F -6.56767 -0.26241 4.23882
F -6.48424 0.34156 2.14470
C -4.42094 -2.92761 1.34839
C -4.18431 -2.86437 -0.18193
H -3.40271 -3.56325 -0.47986
H -5.13966 -3.09150 -0.65503
H -3.77692 -1.89595 -0.47227
H -5.30482 -3.52218 1.57934
H -3.65676 -3.43298 1.93893
H -4.52755 -1.91008 3.60359
C 2.87941 -2.75483 -5.00129
O 4.15160 -3.25575 -5.37629
P 5.32484 -2.27972 -5.78967
O 4.88321 -0.97085 -6.31420
O 6.31277 -3.29654 -6.58898
C 7.67581 -2.93899 -7.07290
O 6.10144 -2.16409 -4.34570
C 5.62386 -1.40809 -3.19073
H 2.81699 -2.84148 -3.91654
H 2.24711 -3.47732 -5.51735
H 2.61619 -1.74548 -5.31753
H 8.04195 -1.95940 -6.76555
H 7.49776 -2.95810 -8.14809
H 8.41168 -3.64832 -6.69416
H 5.16812 -2.04578 -2.43327
H 4.68551 -0.92413 -3.46160
H 6.38375 -0.65285 -2.99007
Cl -7.68187 6.11374 3.86059
C -5.98846 5.72697 3.68760
C -5.41597 6.12058 2.23751
Cl -5.48566 7.82280 1.81517
H -5.93475 4.64954 3.84372
H -5.43019 6.17402 4.51015
H -6.04980 5.68560 1.46474
H -4.37023 5.81419 2.26305
```

How is the electron density shared among the atoms? According to Mulliken, the charges in e are: atom 1 (O): -0.69, atom 2 (V): 1.79, atom 3 (O): -0.63, atom 4 (C): -0.99, atom 5 (C): -0.37, atom 6 (O): -0.75, atom 7 (H): 0.35, atom 8 (H): 0.23, atom 9 (H): 0.26, atom 10 (H): 0.23, atom 11 (H): 0.18, atom 12 (C): -0.98, atom 13 (C): -0.31, atom 14 (O): -0.71, atom 15 (H): 0.36, atom 16 (H): 0.26, atom 17 (H): 0.25, atom 18 (H): 0.22, atom 19 (H): 0.19, atom 20 (C): -0.27, atom 21 (O): -0.13, atom 22 (O): -0.85, atom 23 (C): 0.83, atom 24 (F): -0.31, atom 25 (F): -0.26, atom 26 (F): -0.26, atom 27 (C): -0.33, atom 28 (C): -1.03, atom 29 (H): 0.30, atom 30 (H): 0.29, atom 31 (H): 0.27, atom 32 (H): 0.28, atom 33 (H): 0.36, atom 34 (H): 0.23, atom 35 (C): -0.70, atom 36 (O): -0.28, atom 37 (P): 1.02, atom 38 (O): -0.67, atom 39 (O): -0.31, atom 40 (C): -0.62, atom 41 (O): -0.33, atom 42 (C): -0.72, atom 43 (H): 0.28, atom 44 (H): 0.24, atom 45 (H): 0.36, atom 46 (H): 0.31, atom 47 (H): 0.27, atom 48 (H): 0.25, atom 49 (H): 0.31, atom 50 (H): 0.30, atom 51 (H): 0.29, atom 52 (Cl): -0.21, atom 53 (C): -0.38, atom 54 (C): -0.41, atom 55 (Cl): -0.20, atom 56 (H): 0.28, atom 57 (H): 0.31, atom 58 (H): 0.29, atom 59 (H): 0.32

---

(2)
Below is C13H29Cl4CrFN3O3 as an isolated structure at a distorted geometry, with properties calculated with ωB97M-V/def2-TZVPD.

As for the spin multiplicity: 6. For the total energy, the calculation gives -105777.2941 eV. As for the orbital gap (alpha / beta): 7.3 / 4.4 eV. The LUMO energy (alpha / beta) comes out at -7.5 / -10.4 eV. As for the charge: +2. The calculation puts the strongest force on any atom at 0.06862 Eh/bohr.

Geometry as XYZ:
```
54
C13H29Cl4CrFN3O3 ωB97M-V/def2-TZVPD
Cr -1.51444 -1.63026 -1.05987
F 0.34015 -0.84492 -0.36750
C -2.88860 0.33314 -4.67404
C -1.60984 0.16427 -3.86218
O -1.54713 -0.66229 -2.92371
N -0.53333 0.83003 -4.23512
C 0.75572 0.85519 -3.46499
H -3.75254 0.76114 -4.16559
H -3.24722 -0.62661 -5.04603
H -2.61606 0.98830 -5.50143
H -0.60346 1.37383 -5.08333
H 1.62321 1.25503 -3.99007
H 0.97110 -0.17859 -3.19480
H 0.68656 1.42231 -2.53672
C -0.33559 -0.32855 3.25150
C 0.20234 1.04138 2.85395
O 0.39453 1.89013 3.79269
N 0.31965 1.25020 1.55869
C 0.92878 2.45786 1.06513
H -1.14559 -0.25296 3.97695
H 0.50595 -0.88202 3.66814
H -0.66495 -0.91503 2.39379
H 0.24078 0.54582 0.83915
H 0.78862 3.37959 1.62980
H 0.51019 2.60088 0.06891
H 2.00640 2.29411 1.06495
C -2.71050 2.19164 -0.66390
C -3.11289 0.94553 0.13197
O -2.51431 -0.12822 -0.05228
N -4.20019 1.03091 0.88019
C -4.82024 -0.11971 1.56165
H -3.12601 2.29397 -1.66639
H -1.63452 2.11230 -0.81910
H -2.82277 3.18636 -0.23262
H -4.66272 1.90743 1.07482
H -4.19161 -0.40110 2.40648
H -4.84603 -0.95209 0.85840
H -5.86754 0.01422 1.83245
Cl 2.12626 -3.82751 2.43653
C 3.24619 -4.10345 1.08822
C 2.67383 -3.51988 -0.20190
Cl 3.30074 -4.14239 -1.71842
H 3.28159 -5.18898 0.99615
H 4.24656 -3.83311 1.42628
H 2.72390 -2.43238 -0.25625
H 1.62397 -3.81276 -0.19051
Cl 5.29768 0.27677 3.51084
C 3.79768 0.17006 2.65272
C 3.87618 0.34818 1.11576
Cl 5.11353 -0.74025 0.41734
H 3.06171 0.91171 2.96324
H 3.27399 -0.74780 2.91988
H 4.10625 1.37758 0.84099
H 2.94405 0.06100 0.62920
```

How is the electron density shared among the atoms? According to natural (NBO), the charges in e are: atom 1 (Cr): 1.69, atom 2 (F): -0.81, atom 3 (C): -0.70, atom 4 (C): 0.72, atom 5 (O): -0.84, atom 6 (N): -0.54, atom 7 (C): -0.43, atom 8 (H): 0.25, atom 9 (H): 0.27, atom 10 (H): 0.23, atom 11 (H): 0.42, atom 12 (H): 0.25, atom 13 (H): 0.23, atom 14 (H): 0.20, atom 15 (C): -0.66, atom 16 (C): 0.62, atom 17 (O): -0.05, atom 18 (N): -0.51, atom 19 (C): -0.45, atom 20 (H): 0.27, atom 21 (H): 0.29, atom 22 (H): 0.26, atom 23 (H): 0.49, atom 24 (H): 0.25, atom 25 (H): 0.22, atom 26 (H): 0.24, atom 27 (C): -0.72, atom 28 (C): 0.72, atom 29 (O): -0.81, atom 30 (N): -0.54, atom 31 (C): -0.43, atom 32 (H): 0.27, atom 33 (H): 0.22, atom 34 (H): 0.26, atom 35 (H): 0.43, atom 36 (H): 0.21, atom 37 (H): 0.22, atom 38 (H): 0.25, atom 39 (Cl): -0.08, atom 40 (C): -0.39, atom 41 (C): -0.40, atom 42 (Cl): -0.02, atom 43 (H): 0.23, atom 44 (H): 0.24, atom 45 (H): 0.22, atom 46 (H): 0.20, atom 47 (Cl): 0.04, atom 48 (C): -0.43, atom 49 (C): -0.40, atom 50 (Cl): -0.03, atom 51 (H): 0.18, atom 52 (H): 0.22, atom 53 (H): 0.22, atom 54 (H): 0.21

---

(3)
Below is C13H29N7O2PtSb2 as an isolated structure at a distorted geometry, with properties calculated with ωB97M-V/def2-TZVPD.

As for the spin multiplicity: 3. For the total energy, the calculation gives -44776.8060 eV. As for the orbital gap (alpha / beta): 5.4 / 5.5 eV. The LUMO energy (alpha / beta) comes out at -6.7 / -8.0 eV. As for the charge: +2. The calculation puts the strongest force on any atom at 0.08793 Eh/bohr. The value obtained for the energy above the lowest of the compared OMol25 structures with the same formula, charge and spin is 23.0 kcal per mole.

Geometry as XYZ:
```
54
C13H29N7O2PtSb2 ωB97M-V/def2-TZVPD
Pt -0.87101 -0.45507 -1.14522
C -0.39545 -1.38181 2.87946
Sb -0.66314 0.21946 1.36579
C -2.57774 1.04173 2.06365
C 0.62942 1.87913 2.00160
C 1.88775 1.23465 2.39551
C 2.03506 0.78176 3.71233
C 3.15338 0.05908 4.08234
C 4.16511 -0.20682 3.15494
C 4.04892 0.21991 1.85297
C 2.92726 0.93653 1.46948
C 2.81857 1.29252 0.02620
Sb 1.62175 -0.22424 -1.04827
C 2.64056 -2.17938 -0.67138
C 2.34149 0.23032 -3.04653
H -0.38828 -0.93573 3.92042
H 0.53977 -1.87608 2.65456
H -1.26979 -2.02710 2.75877
H -2.49129 1.31456 3.13414
H -3.33486 0.26070 1.90926
H -2.81865 1.90642 1.43555
H 0.10018 2.40830 2.77734
H 0.68346 2.50888 1.10372
H 1.20266 0.88351 4.46514
H 3.16768 -0.45293 5.01175
H 5.01962 -0.77199 3.45328
H 4.82933 -0.00065 1.14456
H 3.80919 1.31964 -0.44470
H 2.28000 2.26120 -0.12389
H 3.73148 -2.08178 -0.75620
H 2.19368 -2.83341 -1.42953
H 2.37348 -2.49535 0.33646
H 3.33812 0.72692 -3.04726
H 1.62015 0.94353 -3.51713
H 2.37062 -0.71389 -3.60663
N -2.83782 -1.39412 -0.72617
N -4.00545 -0.82028 -1.39254
C -3.84483 0.49908 -1.63388
N -4.92088 1.18968 -2.07494
N -2.51463 0.86833 -1.61690
N -2.25616 2.20605 -1.55499
O -3.11677 3.13635 -1.59452
O -1.02469 2.44205 -1.32926
H -3.04263 -2.40623 -0.76283
H -2.87673 -1.23032 0.26660
H -4.87113 -1.39177 -1.28475
H -5.83170 0.78822 -1.86224
H -4.85637 2.19003 -1.97025
N -0.03746 -1.99252 -3.74369
N -1.15349 -1.11195 -3.40145
H -0.00962 -2.09180 -4.77398
H -0.30214 -2.91258 -3.35960
H -2.09666 -1.50869 -3.51052
H -1.11933 -0.25202 -3.94660
```

How is the electron density shared among the atoms? According to natural (NBO), the charges in e are: atom 1 (Pt): 0.66, atom 2 (C): -0.92, atom 3 (Sb): 1.03, atom 4 (C): -0.96, atom 5 (C): -0.66, atom 6 (C): -0.09, atom 7 (C): -0.19, atom 8 (C): -0.19, atom 9 (C): -0.18, atom 10 (C): -0.20, atom 11 (C): -0.08, atom 12 (C): -0.67, atom 13 (Sb): 1.04, atom 14 (C): -0.89, atom 15 (C): -0.96, atom 16 (H): 0.26, atom 17 (H): 0.24, atom 18 (H): 0.23, atom 19 (H): 0.26, atom 20 (H): 0.21, atom 21 (H): 0.24, atom 22 (H): 0.26, atom 23 (H): 0.25, atom 24 (H): 0.22, atom 25 (H): 0.23, atom 26 (H): 0.23, atom 27 (H): 0.22, atom 28 (H): 0.26, atom 29 (H): 0.25, atom 30 (H): 0.26, atom 31 (H): 0.24, atom 32 (H): 0.23, atom 33 (H): 0.25, atom 34 (H): 0.24, atom 35 (H): 0.25, atom 36 (N): -0.65, atom 37 (N): -0.44, atom 38 (C): 0.64, atom 39 (N): -0.72, atom 40 (N): -0.50, atom 41 (N): 0.59, atom 42 (O): -0.37, atom 43 (O): -0.39, atom 44 (H): 0.41, atom 45 (H): 0.39, atom 46 (H): 0.45, atom 47 (H): 0.42, atom 48 (H): 0.46, atom 49 (N): -0.65, atom 50 (N): -0.71, atom 51 (H): 0.37, atom 52 (H): 0.36, atom 53 (H): 0.37, atom 54 (H): 0.40

---

Which value of total energy does entry 3 give?
-44776.8060 eV